Record 1
The following is a quantum chemistry calculation of a cluster of 2 separate species, C3H7O in total, from the OMol25 dataset.

```
! wB97M-V def2-TZVPD RIJCOSX def2/J DEFGRID3
* xyz -1 1
O 1.9977 0.4893 1.4517
H 1.7529 1.1483 0.7988
C -0.9580 -1.3659 0.1845
C -0.2479 -0.3337 -0.6204
C -0.4337 1.0761 -0.6453
H -0.9619 -2.3912 -0.2154
H 1.2590 -0.1601 1.2178
H -1.8171 -1.0157 0.6330
H 0.6245 -0.7202 -1.2456
H 0.0873 1.8139 -1.3562
H -1.3028 1.4592 -0.2031
*
```

Summary:
HOMO level = -1.4 eV
electronic energy = -5270.3312 eV
molar mass = 59.09 g/mol
LUMO = 0.18095 Ha

Record 2
The following is a quantum chemistry calculation of the ion C3H7O2 with charge -1, from the OMol25 dataset.

```
! wB97M-V def2-TZVPD RIJCOSX def2/J DEFGRID3
* xyz -1 1
C 0.7751 -0.9172 1.7632
C 0.8259 -0.5813 0.3115
O -0.4662 -0.6837 -0.2861
C -0.9012 0.6292 -1.1905
O -0.3414 1.7055 -0.7616
H 1.6922 -0.6437 2.3589
H 0.6153 -1.9693 1.9673
H -0.0745 -0.3713 2.1945
H 1.1115 0.4843 0.0473
H 1.5443 -1.2210 -0.2608
H -2.0215 0.5517 -1.0244
H -0.6052 0.2107 -2.2062
*
```

Summary:
HOMO level = -2.9 eV
electronic energy = -7318.7544 eV
SMILES string = CCOC[O-]
molar mass = 75.09 g/mol
LUMO = 0.16622 Ha